## 1
{
  "formula": "CH3IO3S",
  "method": "ωB97M-V/def2-TZVPD",
  "gap_ev": [8.221, 6.685],
  "homo_ev": [-9.20, -8.58],
  "species": ["C", "O", "O", "O", "S", "I", "H", "H", "H"],
  "positions_angstrom": [[0.041, 0.080, -0.320], [-2.259, 0.793, -1.901], [0.172, 0.093, -1.714], [-2.533, -1.356, 0.214], [-1.052, 0.495, -2.673], [-3.862, -1.050, -1.013], [-0.741, -0.645, -0.012], [-0.250, 1.059, 0.064], [1.019, -0.208, 0.063]]
}

## 2
{
  "formula": "CH3IO3S",
  "method": "ωB97M-V/def2-TZVPD",
  "gap_ev": 9.013,
  "homo_ev": -9.43,
  "species": ["C", "O", "O", "O", "S", "I", "H", "H", "H"],
  "positions_angstrom": [[-1.515, 0.157, 0.325], [0.849, 0.912, -1.097], [-0.254, -0.217, 0.783], [1.884, -1.260, -0.051], [1.123, 0.417, 0.208], [3.629, -0.706, -0.661], [-2.117, 0.582, 1.069], [-2.059, -0.774, -0.061], [-1.540, 0.890, -0.515]]
}

Stability, highest: 2

## 1
{
  "formula": "C2H6ClNO",
  "method": "ωB97M-V/def2-TZVPD",
  "gap_ev": [9.348, 8.157],
  "homo_ev": [-9.47, -8.95],
  "species": ["C", "C", "N", "O", "Cl", "H", "H", "H", "H", "H", "H"],
  "positions_angstrom": [[0.545, -1.648, -0.037], [-0.244, 1.350, 0.198], [-0.839, 0.352, -0.580], [1.118, 1.439, -0.059], [-2.296, -0.181, 0.072], [-0.195, -2.355, -0.225], [1.294, -1.569, -0.817], [0.581, -1.488, 0.922], [-0.826, 2.357, -0.159], [-0.348, 1.104, 1.234], [1.209, 0.639, -0.549]]
}

## 2
{
  "formula": "C2H6ClNO",
  "method": "ωB97M-V/def2-TZVPD",
  "gap_ev": [8.531, 8.527],
  "homo_ev": [-8.78, -8.78],
  "species": ["C", "C", "N", "O", "Cl", "H", "H", "H", "H", "H", "H"],
  "positions_angstrom": [[1.012, -1.203, -0.199], [-0.910, 0.943, 0.278], [-0.968, -0.329, -0.427], [-1.967, 1.782, -0.177], [-2.178, -1.248, 0.164], [1.581, -0.575, 0.533], [0.693, -2.194, 0.197], [1.291, -1.318, -1.236], [-1.214, 0.809, 1.344], [0.089, 1.453, -0.063], [-1.801, 1.774, -1.123]]
}

Stability, highest: 2

## 1
{
  "formula": "C2H7Cl3NSi",
  "method": "ωB97M-V/def2-TZVPD",
  "total_charge": 1,
  "gap_ev": 9.414,
  "homo_ev": -14.35,
  "species": ["C", "C", "N", "Si", "Cl", "Cl", "Cl", "H", "H", "H", "H", "H", "H", "H"],
  "positions_angstrom": [[-0.873, -0.859, -0.982], [-0.260, 0.184, -0.153], [-0.866, 0.299, 1.224], [1.766, 0.250, -0.096], [2.201, -0.042, 1.823], [2.137, -1.321, -1.443], [2.500, 2.014, -0.652], [-1.769, -0.572, -1.448], [-0.208, -1.263, -1.738], [-0.978, -1.627, -0.287], [-0.532, 1.982, -0.926], [-1.733, 0.833, 1.219], [-1.043, -0.719, 1.519], [-0.342, 0.843, 1.940]]
}

## 2
{
  "formula": "C2H7Cl3NSi",
  "method": "ωB97M-V/def2-TZVPD",
  "total_charge": 1,
  "gap_ev": 8.993,
  "homo_ev": -12.85,
  "species": ["C", "C", "N", "Si", "Cl", "Cl", "Cl", "H", "H", "H", "H", "H", "H", "H"],
  "positions_angstrom": [[0.795, -1.196, 0.585], [-0.198, -0.364, -0.141], [0.547, 0.450, -1.142], [-1.973, -0.338, -0.069], [-2.849, 0.960, -1.413], [-3.104, -1.414, 1.091], [1.243, 2.425, 1.225], [1.497, -0.598, 1.174], [0.472, -1.970, 1.225], [1.340, -1.683, -0.256], [0.204, 1.751, 1.810], [1.060, 1.258, -0.686], [1.130, -0.233, -1.513], [-0.163, 0.952, -1.891]]
}

Stability, highest: 2